# 1
Density functional theory data (ωB97M-V/def2-TZVPD) for a molecular structure, C58H91AuN2O2PSe.

```
156
Properties=species:S:1:pos:R:3:mulliken_charge:R:1
Au -0.049 0.083 -0.145 -0.036
C 6.934 -2.171 -2.350 -1.504
C 5.938 -1.981 -3.504 2.207
C 5.473 -3.361 -3.996 -1.800
C 6.655 -1.292 -4.668 -2.179
C 4.750 -1.160 -3.003 -0.716
C 3.858 -1.697 -2.090 -0.432
C 2.797 -0.952 -1.596 0.579
Se 1.650 -1.902 -0.371 0.044
C 2.530 -1.438 1.288 0.182
C 3.655 -2.172 1.621 -1.105
C 4.389 -1.872 2.757 -0.882
C 3.944 -0.795 3.524 -0.079
C 2.827 -0.033 3.219 -0.434
C 2.055 -0.358 2.059 0.924
O 0.972 0.305 1.751 -0.896
C 2.426 1.146 4.114 2.618
C 2.440 2.449 3.297 -1.423
C 3.380 1.330 5.296 -2.556
C 1.020 0.904 4.684 -1.395
C 5.631 -2.691 3.104 2.348
C 5.250 -4.172 3.255 -1.728
C 6.280 -2.237 4.414 -2.255
C 6.670 -2.544 1.982 -1.648
C 2.553 0.411 -1.952 0.363
O 1.569 1.084 -1.482 -1.029
C 3.483 0.954 -2.910 -0.167
C 4.514 0.160 -3.387 -0.261
C 3.342 2.362 -3.526 2.431
C 2.394 2.244 -4.733 -1.400
C 4.696 2.886 -4.032 -2.180
C 2.799 3.449 -2.585 -1.806
H 7.795 -2.769 -2.665 0.452
H 6.450 -2.677 -1.513 0.249
H 7.291 -1.204 -1.991 0.301
H 6.322 -3.943 -4.366 0.469
H 4.748 -3.248 -4.804 0.389
H 5.001 -3.933 -3.197 0.280
H 7.434 -1.946 -5.066 0.426
H 7.127 -0.361 -4.350 0.348
H 5.952 -1.072 -5.474 0.445
H 3.972 -2.714 -1.736 0.194
H 3.961 -2.976 0.962 0.184
H 4.512 -0.532 4.404 0.520
H 3.453 2.673 2.954 0.381
H 2.086 3.283 3.911 0.430
H 1.796 2.358 2.426 0.035
H 4.400 1.535 4.963 0.444
H 3.386 0.453 5.949 0.431
H 3.043 2.182 5.891 0.456
H 0.309 0.796 3.871 -0.113
H 0.712 1.744 5.314 0.538
H 1.004 -0.009 5.285 0.355
H 4.508 -4.291 4.047 0.382
H 6.131 -4.768 3.507 0.459
H 4.822 -4.566 2.333 0.292
H 5.580 -2.310 5.249 0.431
H 6.637 -1.208 4.341 0.374
H 7.137 -2.878 4.632 0.452
H 6.279 -2.922 1.037 0.266
H 7.579 -3.101 2.227 0.475
H 6.928 -1.493 1.841 0.345
H 5.184 0.599 -4.114 0.210
H 2.789 1.541 -5.470 0.226
H 2.262 3.218 -5.215 0.477
H 1.419 1.882 -4.402 0.172
H 5.070 2.327 -4.892 0.378
H 5.450 2.857 -3.242 0.373
H 4.576 3.924 -4.349 0.513
H 1.804 3.215 -2.231 0.169
H 2.769 4.404 -3.121 0.526
H 3.444 3.562 -1.711 0.410
C -1.458 3.318 2.368 -1.756
C -2.230 2.979 1.125 -0.056
C -2.955 3.897 0.426 -0.834
C -3.672 3.540 -0.734 1.046
C -4.522 4.564 -1.435 -1.898
C -3.466 2.284 -1.328 -1.370
C -2.572 1.356 -0.788 0.650
C -2.261 1.548 0.695 1.974
N -1.904 0.311 -1.338 0.308
C -1.954 -0.178 -2.730 2.652
C -2.526 -1.610 -2.744 -1.219
C -2.461 -2.222 -4.148 0.287
C -1.016 -2.272 -4.648 -1.552
C -0.451 -0.850 -4.679 0.614
C -1.268 0.015 -5.636 -1.580
C -2.714 0.046 -5.144 0.340
C -3.283 -1.374 -5.122 -1.540
C -2.786 0.644 -3.733 -2.311
C -0.518 -0.255 -3.275 -2.274
H -1.999 4.040 2.986 0.368
H -0.487 3.758 2.119 0.329
H -1.270 2.421 2.961 -0.042
H -3.012 4.919 0.793 0.302
H -4.754 5.395 -0.766 0.452
H -5.463 4.133 -1.788 0.384
H -4.006 4.976 -2.309 0.299
H -3.960 2.124 -2.271 0.327
H -1.196 1.148 0.832 0.051
H -3.567 -1.586 -2.412 0.283
H -1.960 -2.223 -2.035 0.300
H -2.875 -3.236 -4.108 0.300
H -0.986 -2.710 -5.652 0.636
H -0.406 -2.902 -3.993 0.470
H 0.594 -0.880 -5.004 0.454
H -1.220 -0.385 -6.655 0.604
H -0.862 1.031 -5.667 0.485
H -3.316 0.669 -5.815 0.315
H -3.235 -1.811 -6.126 0.646
H -4.336 -1.356 -4.821 0.527
H -3.833 0.627 -3.424 0.456
H -2.432 1.676 -3.754 0.606
H -0.083 0.744 -3.247 0.855
H 0.074 -0.886 -2.607 -0.572
C -2.477 -0.675 4.194 -2.078
C -3.923 -0.171 4.050 2.740
C -3.986 1.214 4.713 -1.944
C -4.863 -1.122 4.792 -2.042
P -4.288 0.107 2.186 -1.348
N -3.014 0.750 1.627 1.357
C -4.652 -1.611 1.433 2.965
C -3.502 -2.527 1.878 -1.757
C -4.516 -1.490 -0.087 -2.228
C -5.991 -2.258 1.785 -2.231
C -5.888 1.154 2.047 2.756
C -7.024 0.720 2.972 -2.073
C -6.349 1.068 0.587 -2.139
C -5.531 2.624 2.320 -1.811
H -2.075 -0.369 5.163 0.669
H -1.848 -0.243 3.416 0.156
H -2.404 -1.760 4.137 0.198
H -3.491 1.176 5.686 0.623
H -5.011 1.544 4.880 0.271
H -3.464 1.949 4.099 0.303
H -4.573 -1.142 5.847 0.548
H -4.794 -2.142 4.415 0.291
H -5.905 -0.805 4.742 0.304
H -2.542 -2.016 1.775 0.078
H -3.479 -3.410 1.232 0.590
H -3.617 -2.875 2.904 0.365
H -3.586 -0.979 -0.334 0.104
H -5.343 -0.962 -0.558 0.207
H -4.481 -2.496 -0.518 0.954
H -6.172 -2.293 2.859 0.304
H -5.983 -3.286 1.412 0.530
H -6.827 -1.746 1.306 0.328
H -7.296 -0.326 2.835 0.262
H -7.909 1.329 2.758 0.546
H -6.766 0.877 4.019 0.321
H -6.774 0.093 0.350 0.261
H -5.518 1.279 -0.090 0.389
H -7.127 1.817 0.410 0.669
H -5.557 2.868 3.380 0.292
H -6.253 3.272 1.815 0.465
H -4.544 2.863 1.925 0.559
```

Results
* 2S+1: 3
* HOMO-LUMO gap (alpha / beta): 0.1898 / 0.2039 Ha
* E_LUMO (alpha / beta): 2.32 / 1.03 eV
* HOMO level (alpha / beta): -2.84 / -4.52 eV
* charge: -1
* energy: -147026.654 eV
* <S²>: 2.034


# 2
Density functional theory data (ωB97M-V/def2-TZVPD) for 10 unconnected molecules or ions with the total composition C58H99BN18O8 in a non-equilibrium geometry.

```
184
Properties=species:S:1:pos:R:3:mulliken_charge:R:1
O 2.630 2.080 -0.975 -0.618
C 1.894 1.142 -0.801 -0.086
O 1.560 0.571 0.369 -0.626
B 0.730 -0.659 0.171 0.968
O 0.646 -0.731 -1.302 0.051
C 1.343 0.250 -1.929 0.658
O 1.418 0.355 -3.117 -0.561
O -0.588 -0.470 0.848 -0.268
C -0.780 -1.401 1.765 0.867
O -1.617 -1.487 2.642 -0.639
C 0.463 -2.325 1.732 0.226
O 1.302 -1.869 0.820 -0.333
O 0.703 -3.163 2.560 -0.505
C 7.226 -0.557 -6.628 -1.209
C 5.918 -0.418 -5.851 -0.319
N 5.989 0.735 -4.914 0.315
C 5.991 2.071 -5.308 -0.525
C 6.015 2.810 -4.180 -0.583
N 5.979 1.965 -3.097 0.244
C 5.810 0.721 -3.590 -0.253
C 6.092 2.387 -1.707 -0.717
H 7.404 0.271 -7.315 0.365
H 7.371 -1.509 -7.132 0.387
H 8.051 -0.472 -5.915 0.358
H 5.783 -1.267 -5.184 0.351
H 5.105 -0.274 -6.560 0.182
H 6.034 2.275 -6.365 0.618
H 6.296 3.836 -3.998 0.512
H 5.598 -0.141 -2.980 0.424
H 6.852 1.837 -1.161 0.391
H 5.100 2.424 -1.245 0.222
H 6.393 3.435 -1.732 0.255
C -4.980 -4.697 10.713 -1.075
C -3.719 -4.617 9.948 -0.489
N -3.887 -3.643 8.823 0.076
C -3.789 -2.270 8.912 -0.499
C -4.020 -1.770 7.670 -0.325
N -4.223 -2.832 6.825 0.158
C -4.135 -3.975 7.551 -0.123
C -4.474 -2.843 5.383 -0.237
H -5.047 -5.563 11.366 0.375
H -5.845 -4.708 10.040 0.349
H -5.167 -3.748 11.221 0.360
H -3.317 -5.513 9.471 0.310
H -2.922 -4.342 10.644 0.340
H -3.518 -1.873 9.877 0.485
H -3.919 -0.768 7.289 0.493
H -4.236 -4.947 7.100 0.418
H -4.676 -3.891 5.186 0.234
H -3.639 -2.474 4.788 -0.078
H -5.334 -2.205 5.182 0.253
C -7.429 2.473 2.288 -1.091
C -6.612 1.314 1.691 -0.709
N -5.372 1.107 2.460 0.322
C -5.044 0.186 3.411 -0.837
C -3.745 0.289 3.762 -0.260
N -3.271 1.364 3.011 0.336
C -4.261 1.836 2.228 -0.359
C -1.929 1.910 3.163 -1.012
H -6.806 3.342 2.468 0.339
H -8.094 2.099 3.064 0.347
H -8.154 2.679 1.494 0.396
H -6.341 1.600 0.673 0.297
H -7.201 0.404 1.598 0.492
H -5.884 -0.368 3.802 0.561
H -3.206 -0.176 4.565 0.699
H -4.093 2.589 1.478 0.453
H -1.217 1.185 3.538 0.266
H -1.943 2.849 3.714 0.421
H -1.543 2.196 2.181 0.303
C 5.976 -2.427 0.241 -1.506
C 5.095 -2.855 1.414 0.088
N 4.552 -1.686 2.130 0.287
C 4.776 -0.339 1.871 -0.496
C 3.963 0.418 2.628 -0.928
N 3.089 -0.460 3.262 0.297
C 3.513 -1.695 2.964 -0.698
C 2.047 -0.156 4.226 -0.911
H 6.924 -2.022 0.596 0.395
H 5.437 -1.801 -0.473 0.262
H 6.227 -3.258 -0.422 0.449
H 5.407 -3.592 2.148 0.484
H 4.294 -3.317 0.829 0.138
H 5.548 -0.026 1.190 0.688
H 3.855 1.475 2.796 0.642
H 2.985 -2.544 3.372 0.725
H 2.418 0.211 5.184 0.463
H 1.486 -1.053 4.486 0.319
H 1.340 0.595 3.879 0.291
C 0.683 1.473 -9.610 -1.010
C 1.601 1.103 -8.441 -0.418
N 1.879 2.207 -7.523 0.360
C 2.546 3.391 -7.827 -0.544
C 2.578 4.135 -6.687 -0.439
N 1.873 3.453 -5.730 0.321
C 1.539 2.258 -6.227 -0.263
C 1.588 3.963 -4.401 -0.647
H -0.164 1.948 -9.099 0.171
H 0.265 0.667 -10.209 0.384
H 1.067 2.213 -10.312 0.373
H 2.541 0.717 -8.839 0.305
H 1.154 0.334 -7.812 0.289
H 2.983 3.449 -8.812 0.516
H 3.155 5.008 -6.434 0.484
H 0.898 1.496 -5.812 0.344
H 2.199 4.831 -4.164 0.315
H 1.656 3.168 -3.662 0.165
H 0.586 4.398 -4.351 0.261
C -1.513 1.780 -2.786 -0.054
C -3.019 1.939 -3.088 -1.138
N -3.250 2.832 -4.232 0.387
C -3.003 4.180 -4.313 -0.258
C -3.333 4.590 -5.577 -0.670
N -3.710 3.473 -6.283 0.097
C -3.667 2.421 -5.458 -0.109
C -4.145 3.426 -7.713 -0.750
H -1.006 2.733 -2.630 0.376
H -0.995 1.259 -3.589 0.168
H -1.467 1.243 -1.836 -0.141
H -3.489 2.376 -2.205 0.347
H -3.519 0.978 -3.186 0.278
H -2.727 4.672 -3.395 0.518
H -3.274 5.575 -6.011 0.474
H -3.904 1.409 -5.742 0.427
H -4.664 2.504 -7.953 0.316
H -3.196 3.394 -8.250 0.351
H -4.647 4.368 -7.912 0.326
C 4.363 4.992 1.609 -0.991
C 2.955 5.037 1.014 -0.240
N 2.595 6.404 0.649 0.270
C 2.160 7.359 1.599 -0.444
C 1.759 8.448 0.897 -0.435
N 2.204 8.271 -0.401 0.091
C 2.780 7.084 -0.487 -0.080
C 2.176 9.369 -1.352 -0.793
H 4.481 5.567 2.529 0.389
H 5.179 5.266 0.940 0.365
H 4.678 3.991 1.922 0.220
H 2.113 4.654 1.588 0.332
H 2.965 4.441 0.099 -0.044
H 2.030 6.966 2.594 0.431
H 1.188 9.339 1.103 0.478
H 3.224 6.642 -1.365 0.485
H 2.462 9.052 -2.353 0.308
H 2.868 10.161 -1.071 0.357
H 1.152 9.735 -1.395 0.342
C -4.648 -1.438 -0.562 -1.405
C -3.577 -2.550 -0.567 0.005
N -2.790 -2.538 -1.796 0.370
C -3.164 -2.128 -3.056 -0.494
C -2.017 -2.202 -3.801 -0.823
N -1.067 -2.905 -3.098 0.285
C -1.543 -3.033 -1.856 -0.772
C 0.290 -3.209 -3.538 -0.848
H -5.350 -1.502 -1.387 0.493
H -4.173 -0.462 -0.441 0.201
H -5.216 -1.558 0.362 0.445
H -4.127 -3.495 -0.590 0.354
H -2.932 -2.543 0.306 0.067
H -4.188 -1.866 -3.256 0.633
H -1.840 -1.935 -4.830 0.625
H -1.040 -3.386 -0.971 0.797
H 0.877 -2.297 -3.637 0.237
H 0.261 -3.690 -4.515 0.408
H 0.858 -3.891 -2.910 0.355
C 0.554 -8.527 6.955 -0.997
C 0.163 -9.079 5.603 -0.537
N -0.380 -7.990 4.767 0.166
C 0.308 -7.333 3.765 -0.615
C -0.479 -6.324 3.290 -0.442
N -1.680 -6.444 3.944 0.215
C -1.592 -7.423 4.866 -0.048
C -2.871 -5.675 3.586 -0.623
H 1.505 -7.995 6.962 0.321
H 0.859 -9.441 7.477 0.375
H -0.241 -8.032 7.505 0.338
H -0.639 -9.813 5.683 0.318
H 1.012 -9.576 5.139 0.328
H 1.256 -7.707 3.414 0.416
H -0.352 -5.666 2.450 0.590
H -2.432 -7.856 5.387 0.438
H -3.499 -5.805 4.468 0.104
H -3.411 -6.263 2.839 0.398
H -2.773 -4.660 3.217 0.240
```

Results
* HOMO-LUMO gap: 0.3169 Ha
* E_LUMO: -14.64 eV
* HOMO level: -23.26 eV
* charge: +8
* energy: -105546.773 eV